*i*
{
  "formula": "C21H24N4O4S",
  "method": "ωB97M-V/def2-TZVPD",
  "symbols": ["C", "O", "C", "C", "C", "C", "C", "C", "N", "C", "O", "C", "S", "C", "N", "N", "C", "C", "C", "C", "O", "C", "C", "N", "C", "C", "C", "C", "C", "O", "H", "H", "H", "H", "H", "H", "H", "H", "H", "H", "H", "H", "H", "H", "H", "H", "H", "H", "H", "H", "H", "H", "H", "H"],
  "coordinates": [[-2.494, 0.813, 0.311], [-1.434, 0.852, -0.613], [-1.081, 2.059, -1.160], [-1.500, 3.291, -0.691], [-1.051, 4.456, -1.296], [-0.184, 4.394, -2.368], [0.237, 3.167, -2.855], [-0.206, 1.994, -2.264], [0.171, 0.718, -2.693], [1.206, 0.384, -3.502], [1.913, 1.163, -4.102], [1.447, -1.120, -3.551], [2.252, -1.634, -1.991], [0.827, -1.851, -1.024], [-0.402, -1.909, -1.474], [-1.206, -2.122, -0.426], [-0.477, -2.181, 0.660], [-1.029, -2.411, 1.972], [-0.497, -2.099, 3.260], [-1.426, -2.515, 4.157], [-2.485, -3.056, 3.531], [-2.258, -2.990, 2.208], [-3.284, -3.519, 1.278], [0.850, -2.015, 0.331], [2.005, -1.922, 1.174], [2.413, -0.465, 1.508], [1.264, 0.544, 1.648], [1.888, 1.830, 1.111], [2.806, 1.285, 0.021], [3.269, 0.030, 0.491], [-2.697, -0.247, 0.465], [-3.386, 1.304, -0.087], [-2.215, 1.276, 1.264], [-2.171, 3.356, 0.152], [-1.386, 5.410, -0.917], [0.167, 5.300, -2.837], [0.912, 3.109, -3.692], [-0.354, -0.040, -2.258], [0.530, -1.697, -3.651], [2.155, -1.351, -4.344], [0.425, -1.611, 3.492], [-1.449, -2.483, 5.228], [-2.923, -3.418, 0.259], [-3.495, -4.564, 1.503], [-4.213, -2.960, 1.385], [1.811, -2.487, 2.086], [2.853, -2.372, 0.649], [3.001, -0.509, 2.439], [0.919, 0.637, 2.676], [0.420, 0.259, 1.019], [1.154, 2.529, 0.718], [2.475, 2.322, 1.888], [3.678, 1.913, -0.171], [2.259, 1.152, -0.921]],
  "lumo_ev": 0.56,
  "smiles": "COc1ccccc1NC(=O)CSc1nnc(-c2ccoc2C)n1C[C@@H]1CCCO1",
  "orbital_gap_ev": 8.68
}


*ii*
{
  "formula": "C21H24N4O4S",
  "method": "ωB97M-V/def2-TZVPD",
  "symbols": ["C", "C", "N", "C", "C", "O", "C", "C", "C", "C", "C", "O", "C", "C", "N", "N", "C", "S", "C", "C", "O", "N", "C", "C", "C", "C", "C", "O", "C", "C", "H", "H", "H", "H", "H", "H", "H", "H", "H", "H", "H", "H", "H", "H", "H", "H", "H", "H", "H", "H", "H", "H", "H", "H"],
  "coordinates": [[-1.949, -3.533, -0.640], [-1.233, -2.363, -1.306], [-0.503, -1.586, -0.338], [-0.896, -0.475, 0.361], [-2.193, 0.226, 0.178], [-3.236, -0.715, 0.325], [-4.527, -0.277, 0.239], [-5.509, -1.256, 0.398], [-6.838, -0.904, 0.322], [-7.223, 0.407, 0.087], [-6.247, 1.381, -0.074], [-6.488, 2.700, -0.311], [-7.824, 3.135, -0.389], [-4.896, 1.035, 0.001], [0.041, -0.107, 1.185], [1.068, -0.962, 1.061], [0.739, -1.851, 0.155], [1.703, -3.187, -0.386], [3.081, -3.106, 0.805], [4.169, -2.107, 0.397], [5.204, -2.486, -0.103], [3.823, -0.833, 0.678], [4.552, 0.339, 0.461], [3.911, 1.546, 0.751], [4.586, 2.733, 0.568], [5.893, 2.751, 0.104], [6.531, 1.550, -0.184], [7.809, 1.439, -0.642], [8.561, 2.611, -0.832], [5.856, 0.343, -0.006], [-2.497, -4.099, -1.387], [-2.647, -3.159, 0.105], [-1.229, -4.191, -0.160], [-1.957, -1.706, -1.793], [-0.517, -2.727, -2.048], [-2.254, 1.016, 0.937], [-2.230, 0.687, -0.822], [-5.207, -2.274, 0.584], [-7.597, -1.661, 0.449], [-8.271, 0.650, 0.034], [-8.357, 2.650, -1.214], [-7.774, 4.207, -0.575], [-8.361, 2.955, 0.547], [-4.176, 1.826, -0.127], [2.652, -2.867, 1.777], [3.508, -4.109, 0.804], [2.876, -0.685, 1.046], [2.895, 1.538, 1.115], [4.094, 3.668, 0.790], [6.393, 3.697, -0.026], [8.686, 3.166, 0.104], [8.107, 3.266, -1.583], [9.537, 2.282, -1.186], [6.365, -0.577, -0.236]],
  "lumo_ev": 0.60,
  "smiles": "CCn1c(COc2cccc(OC)c2)nnc1SCC(=O)Nc1cccc(OC)c1",
  "orbital_gap_ev": 8.62
}


Winner for stability: *i*


*i*
{
  "formula": "C15H19ClN2O10RhS3Si",
  "method": "ωB97M-V/def2-TZVPD",
  "symbols": ["Rh", "O", "S", "O", "O", "C", "C", "C", "C", "C", "C", "S", "O", "O", "O", "H", "H", "H", "H", "C", "N", "C", "C", "N", "C", "S", "H", "H", "H", "H", "H", "H", "C", "Si", "C", "C", "C", "C", "H", "H", "H", "H", "H", "H", "H", "H", "H", "O", "Cl", "O", "O", "O"],
  "coordinates": [[-0.264, 0.492, 0.743], [-1.450, 0.917, 3.588], [-0.665, -0.277, 3.674], [-1.170, -1.353, 4.483], [-0.269, -0.795, 2.301], [0.911, 0.188, 4.413], [1.128, -0.292, 5.697], [2.262, 0.064, 6.412], [3.194, 0.912, 5.843], [2.995, 1.387, 4.554], [1.867, 1.029, 3.828], [1.803, 1.678, 2.153], [0.452, 2.230, 1.958], [2.898, 2.595, 2.051], [1.907, 0.498, 1.251], [0.381, -0.946, 6.125], [2.407, -0.320, 7.414], [4.079, 1.207, 6.391], [3.714, 2.045, 4.089], [2.178, -2.822, 0.695], [2.375, -1.853, -0.374], [3.585, -1.375, -0.828], [3.317, -0.382, -1.706], [1.953, -0.290, -1.788], [1.380, -1.175, -0.959], [-0.314, -1.342, -0.646], [3.149, -3.046, 1.128], [1.727, -3.731, 0.302], [1.523, -2.385, 1.447], [4.520, -1.758, -0.462], [3.969, 0.278, -2.248], [1.425, 0.469, -2.211], [-5.432, 0.429, -1.961], [-5.121, 0.814, -0.151], [-5.739, 2.543, 0.224], [-6.055, -0.420, 0.909], [-3.347, 0.701, 0.199], [-2.155, 0.631, 0.419], [-6.500, 0.449, -2.194], [-5.043, -0.559, -2.215], [-4.926, 1.158, -2.597], [-6.800, 2.652, -0.016], [-5.177, 3.279, -0.354], [-5.600, 2.776, 1.282], [-7.130, -0.382, 0.713], [-5.889, -0.214, 1.968], [-5.706, -1.436, 0.712], [1.409, 2.575, -2.601], [0.432, 2.857, -1.575], [0.966, 3.680, -0.552], [-0.757, 3.397, -2.138], [0.118, 1.493, -1.031]],
  "lumo_ev": 2.12,
  "orbital_gap_ev": 8.08,
  "total_charge": -1
}


*ii*
{
  "formula": "C15H19ClN2O10RhS3Si",
  "method": "ωB97M-V/def2-TZVPD",
  "symbols": ["Rh", "O", "S", "O", "O", "C", "C", "C", "C", "C", "C", "S", "O", "O", "O", "H", "H", "H", "H", "C", "N", "C", "C", "N", "C", "S", "H", "H", "H", "H", "H", "H", "C", "Si", "C", "C", "C", "C", "H", "H", "H", "H", "H", "H", "H", "H", "H", "O", "Cl", "O", "O", "O"],
  "coordinates": [[0.117, -0.079, -0.036], [0.874, 0.509, -2.036], [2.303, 0.337, -1.676], [3.094, -0.367, -2.640], [2.331, -0.209, -0.298], [2.969, 1.992, -1.581], [3.906, 2.318, -2.550], [4.433, 3.599, -2.625], [4.009, 4.564, -1.730], [3.076, 4.242, -0.755], [2.551, 2.960, -0.660], [1.486, 2.694, 0.773], [2.313, 1.983, 1.715], [1.044, 4.007, 1.160], [0.305, 1.912, 0.281], [4.207, 1.550, -3.249], [5.164, 3.837, -3.388], [4.402, 5.572, -1.783], [2.734, 4.983, -0.047], [3.225, -0.558, 2.685], [2.444, -1.782, 2.518], [2.936, -3.069, 2.479], [1.888, -3.890, 2.240], [0.776, -3.092, 2.168], [1.124, -1.806, 2.304], [0.087, -0.435, 2.256], [4.261, -0.844, 2.844], [2.851, 0.004, 3.538], [3.122, 0.065, 1.798], [3.982, -3.279, 2.612], [1.841, -4.953, 2.096], [-0.152, -3.352, 1.815], [-5.145, -1.383, -1.840], [-4.808, -0.217, -0.413], [-5.536, 1.468, -0.803], [-5.623, -0.886, 1.138], [-3.020, -0.077, -0.155], [-1.810, -0.025, -0.078], [-6.218, -1.523, -1.994], [-4.688, -2.356, -1.651], [-4.712, -0.991, -2.763], [-6.613, 1.400, -0.980], [-5.067, 1.891, -1.693], [-5.366, 2.161, 0.024], [-6.699, -1.024, 0.995], [-5.474, -0.201, 1.975], [-5.186, -1.848, 1.412], [-1.546, -3.187, 0.531], [-0.786, -3.177, -0.697], [-0.026, -4.388, -0.801], [-1.620, -2.966, -1.823], [0.239, -2.085, -0.615]],
  "lumo_ev": 2.07,
  "orbital_gap_ev": 7.99,
  "total_charge": -1
}


Winner for stability: *ii*


*i*
{
  "formula": "C2H3Cl2O2Si",
  "method": "ωB97M-V/def2-TZVPD",
  "symbols": ["C", "C", "O", "O", "Si", "Cl", "Cl", "H", "H", "H"],
  "coordinates": [[-1.811, -1.402, -0.463], [2.446, 0.382, 0.129], [-1.726, -2.090, 0.521], [-2.252, -1.455, -1.582], [-0.979, 0.515, -0.050], [-1.387, 0.887, 1.967], [-2.131, 2.017, -0.923], [2.650, -0.064, -0.823], [2.629, 1.433, 0.223], [2.562, -0.223, 1.001]],
  "lumo_ev": [3.06, 3.10],
  "orbital_gap_ev": [7.53, 6.23],
  "total_charge": -1
}


*ii*
{
  "formula": "C2H3Cl2O2Si",
  "method": "ωB97M-V/def2-TZVPD",
  "symbols": ["C", "Si", "Cl", "Cl", "C", "O", "O", "H", "H", "H"],
  "coordinates": [[0.850, 0.819, 0.852], [-0.437, -0.371, 0.106], [-0.338, -1.965, 1.434], [-2.260, 0.571, 0.902], [-0.451, -0.784, -1.827], [0.464, -0.092, -2.259], [-1.269, -1.523, -2.309], [0.711, 1.019, 1.888], [1.942, 0.534, 0.661], [0.788, 1.793, 0.551]],
  "lumo_ev": 3.48,
  "smiles": "C[Si](Cl)(Cl)C(=O)[O-]",
  "orbital_gap_ev": 7.77,
  "total_charge": -1
}


Winner for stability: *ii*